# C29H55FeN3O4PS3Si

C29H55FeN3O4PS3Si as an isolated structure at a distorted geometry (wB97M-V/def2-TZVPD, the OMol25 dataset).

CARTESIAN COORDINATES (ANGSTROEM)
Fe  -0.069  0.525  0.407
N  2.460  2.679  4.782
C  1.672  2.096  3.773
S  2.474  1.720  2.309
N  0.457  1.824  4.126
N  -0.472  1.304  3.311
C  -0.865  1.906  2.237
C  -0.509  3.265  1.770
C  -0.688  4.362  2.597
C  -0.469  5.654  2.135
C  -0.067  5.833  0.815
C  0.175  4.748  -0.005
C  -0.001  3.425  0.450
O  0.324  2.403  -0.287
H  3.226  3.200  4.388
H  1.901  3.216  5.433
H  -1.720  1.420  1.737
H  -1.029  4.201  3.614
H  -0.626  6.504  2.789
H  0.056  6.839  0.425
H  0.509  4.895  -1.026
C  0.047  -1.650  -2.193
C  -1.374  -1.741  -1.636
C  -1.429  -2.710  -0.453
C  -2.300  -2.251  -2.742
O  -1.720  -0.415  -1.169
Si  -3.269  0.241  -1.041
S  -3.210  2.155  -0.377
O  -4.033  -0.928  -0.126
C  -5.160  -0.821  0.733
C  -5.519  -2.250  1.148
C  -4.811  -0.004  1.981
C  -6.346  -0.184  0.002
O  -4.068  0.023  -2.496
C  -4.222  0.863  -3.625
C  -2.869  1.389  -4.122
C  -5.140  2.053  -3.319
C  -4.872  0.002  -4.714
H  0.423  -2.641  -2.453
H  0.702  -1.218  -1.436
H  0.068  -1.009  -3.077
H  -1.179  -3.725  -0.771
H  -2.434  -2.699  -0.033
H  -0.724  -2.391  0.318
H  -1.909  -3.200  -3.115
H  -2.337  -1.540  -3.565
H  -3.309  -2.398  -2.361
H  -4.725  -2.669  1.767
H  -5.634  -2.874  0.259
H  -6.452  -2.255  1.715
H  -3.947  -0.453  2.474
H  -5.661  0.028  2.669
H  -4.539  1.006  1.686
H  -6.630  -0.798  -0.856
H  -6.054  0.802  -0.358
H  -7.201  -0.084  0.675
H  -2.338  1.855  -3.290
H  -3.021  2.127  -4.911
H  -2.258  0.575  -4.516
H  -4.720  2.619  -2.490
H  -6.134  1.701  -3.032
H  -5.224  2.696  -4.198
H  -4.242  -0.857  -4.951
H  -5.020  0.597  -5.618
H  -5.838  -0.367  -4.365
S  1.246  -1.034  1.206
C  5.007  -3.718  1.896
C  3.923  -2.648  1.994
C  3.702  -2.249  3.457
P  4.096  -1.020  1.067
C  3.797  -1.475  -0.740
C  4.821  -2.228  -1.588
C  3.436  -0.158  -1.439
C  5.979  -0.708  1.232
C  6.170  0.795  0.979
C  7.052  -1.495  0.478
H  4.718  -4.576  2.513
H  5.963  -3.353  2.275
H  5.141  -4.075  0.873
H  2.985  -3.055  1.612
H  4.572  -1.720  3.857
H  3.517  -3.127  4.083
H  2.845  -1.579  3.524
H  2.899  -2.092  -0.673
H  5.644  -1.579  -1.888
H  4.331  -2.574  -2.504
H  5.231  -3.102  -1.080
H  4.295  0.517  -1.442
H  2.630  0.351  -0.908
H  3.120  -0.328  -2.473
H  6.121  -0.870  2.309
H  6.160  1.002  -0.095
H  7.123  1.154  1.384
H  5.357  1.361  1.436
H  7.133  -1.136  -0.547
H  6.858  -2.565  0.452
H  8.027  -1.341  0.954

Spin multiplicity: 6
Relative energy (zero: lowest compared OMol25 entry of this formula, charge and spin), kcal/mol: 66.5
Total charge: -2
Highest occupied orbital energy (spin up / spin down), eV: -1.57 / -1.44

=====

# C29H55N7O9

A 10-piece molecular cluster, C29H55N7O9 overall at a distorted geometry (wB97M-V/def2-TZVPD, the OMol25 dataset).

CARTESIAN COORDINATES (ANGSTROEM)
C  -20.113  -22.831  26.909
O  -19.378  -22.014  26.009
C  -19.570  -22.228  24.697
O  -20.315  -23.020  24.233
O  -18.765  -21.390  24.003
C  -19.070  -21.075  22.640
H  -19.871  -22.506  27.909
H  -19.887  -23.894  26.808
H  -21.190  -22.741  26.749
H  -18.208  -21.328  22.018
H  -19.118  -19.982  22.596
H  -19.999  -21.487  22.276
C  -19.006  -16.718  31.854
O  -19.614  -15.440  31.855
C  -18.921  -14.516  31.055
C  -19.181  -14.691  29.559
O  -17.999  -14.660  28.764
C  -17.129  -15.719  28.960
C  -17.523  -16.993  28.291
O  -18.785  -17.495  28.727
C  -18.940  -18.930  28.580
H  -17.997  -16.648  32.296
H  -18.990  -17.178  30.865
H  -19.582  -17.344  32.540
H  -17.845  -14.449  31.284
H  -19.315  -13.543  31.380
H  -19.727  -13.828  29.180
H  -19.750  -15.596  29.360
H  -16.896  -15.837  30.024
H  -16.199  -15.398  28.481
H  -16.731  -17.723  28.551
H  -17.484  -16.839  27.205
H  -18.029  -19.467  28.898
H  -19.160  -19.207  27.547
H  -19.726  -19.230  29.280
C  -26.043  -12.033  29.080
O  -25.421  -13.260  29.354
C  -24.297  -13.465  28.551
C  -23.375  -14.452  29.187
O  -23.996  -15.656  29.385
C  -23.101  -16.609  29.872
C  -23.833  -17.887  30.045
O  -24.456  -18.185  28.827
C  -25.309  -19.288  28.961
H  -26.362  -12.001  28.025
H  -25.353  -11.183  29.215
H  -26.867  -11.909  29.768
H  -23.687  -12.565  28.369
H  -24.629  -13.800  27.550
H  -23.052  -14.043  30.160
H  -22.467  -14.591  28.580
H  -22.629  -16.290  30.817
H  -22.251  -16.753  29.169
H  -24.600  -17.803  30.838
H  -23.175  -18.721  30.336
H  -25.691  -19.543  27.978
H  -26.188  -19.028  29.581
H  -24.780  -20.144  29.402
C  -24.367  -21.602  23.727
C  -23.185  -20.763  23.532
N  -22.245  -20.154  23.342
H  -24.170  -22.533  23.191
H  -25.270  -21.162  23.295
H  -24.577  -21.671  24.794
C  -24.881  -16.369  26.486
C  -25.522  -17.586  26.055
N  -26.030  -18.602  25.780
H  -24.958  -15.591  25.734
H  -23.835  -16.598  26.684
H  -25.324  -16.052  27.425
C  -22.108  -19.132  26.439
C  -22.906  -20.248  26.910
N  -23.532  -21.156  27.230
H  -21.955  -18.357  27.181
H  -22.653  -18.688  25.598
H  -21.171  -19.469  26.001
C  -22.013  -16.840  22.593
C  -23.453  -16.677  22.818
N  -24.577  -16.581  22.916
H  -21.535  -15.870  22.614
H  -21.960  -17.255  21.586
H  -21.654  -17.538  23.339
C  -24.190  -23.589  29.389
C  -22.753  -23.846  29.384
N  -21.610  -24.024  29.321
H  -24.412  -22.527  29.421
H  -24.668  -24.120  30.201
H  -24.534  -23.926  28.405
C  -26.908  -21.593  26.905
C  -27.435  -22.870  26.449
N  -27.841  -23.851  26.098
H  -27.626  -20.783  26.768
H  -26.058  -21.234  26.325
H  -26.594  -21.688  27.942
C  -17.037  -18.265  23.602
C  -18.146  -18.150  24.552
N  -18.995  -18.038  25.317
H  -16.905  -19.316  23.354
H  -16.157  -17.849  24.082
H  -17.279  -17.724  22.691

Spin multiplicity: 1
Relative energy (zero: lowest compared OMol25 entry of this formula, charge and spin), kcal/mol: 0.0
Highest occupied orbital energy, eV: -9.59
SMILES string: COC(=O)OC.COCCOCCOC.COCCOCCOC.CC#N.CC#N.CC#N.CC#N.CC#N.CC#N.CC#N

=====

# C29H56BrN4O34S7

A 8-piece molecular cluster, C29H56BrN4O34S7 overall at a distorted geometry (wB97M-V/def2-TZVPD, the OMol25 dataset).

CARTESIAN COORDINATES (ANGSTROEM)
C  0.518  0.632  5.231
C  1.686  0.308  4.168
O  1.747  1.398  3.209
C  2.811  1.139  2.263
C  2.196  0.962  0.784
O  1.009  1.786  0.623
C  -0.064  1.023  0.075
O  0.341  0.427  -1.190
N  0.820  1.360  -2.058
O  1.768  0.888  -2.610
C  -1.398  1.813  -0.314
N  -2.508  0.929  0.096
C  -3.370  0.323  -0.962
C  -4.185  1.554  -1.641
C  -2.075  0.089  1.188
N  -2.849  -0.429  2.127
C  -4.332  -0.283  2.219
C  -4.860  1.219  2.137
C  -3.927  2.303  2.837
O  -4.553  3.599  2.580
C  -3.794  4.353  1.610
C  -2.205  -1.273  3.186
C  -2.784  -2.780  3.143
O  -2.851  -3.353  2.024
Br  -3.305  -3.618  4.875
N  -0.638  -0.004  0.996
H  0.523  1.726  5.521
H  0.613  -0.081  6.106
H  -0.469  0.397  4.707
H  2.678  0.227  4.717
H  1.477  -0.680  3.635
H  3.445  0.238  2.577
H  3.528  2.035  2.261
H  3.025  1.207  0.034
H  1.988  -0.162  0.660
H  -1.456  2.387  -1.285
H  -1.398  2.658  0.472
H  -2.687  -0.068  -1.801
H  -4.066  -0.495  -0.589
H  -3.555  2.065  -2.447
H  -5.192  1.242  -2.051
H  -4.345  2.342  -0.820
H  -4.665  -0.690  3.240
H  -4.843  -0.958  1.450
H  -4.981  1.519  1.035
H  -5.907  1.311  2.596
H  -3.852  2.208  3.968
H  -2.868  2.360  2.431
H  -4.530  5.021  1.016
H  -3.125  5.070  2.187
H  -3.251  3.724  0.834
H  -1.085  -1.376  3.047
H  -2.381  -0.829  4.226
H  -0.049  -0.110  1.833
C  -0.055  -5.291  1.748
C  -0.197  -4.955  0.272
O  0.817  -3.982  0.016
S  2.089  -4.275  0.974
O  3.057  -5.019  0.228
O  2.411  -3.069  1.676
O  1.353  -5.292  2.001
H  -0.516  -4.518  2.370
H  -0.489  -6.260  1.994
H  -1.182  -4.558  0.028
H  0.007  -5.830  -0.352
C  4.632  0.810  -2.965
C  5.216  -0.593  -3.005
O  6.605  -0.408  -3.278
S  7.096  0.987  -2.610
O  7.703  0.692  -1.347
O  7.742  1.767  -3.617
O  5.626  1.614  -2.329
H  4.473  1.199  -3.974
H  3.697  0.851  -2.410
H  4.753  -1.215  -3.771
H  5.126  -1.087  -2.033
C  6.540  -6.111  0.090
C  5.628  -6.354  -1.102
O  6.190  -7.482  -1.776
S  6.881  -8.460  -0.682
O  5.955  -9.505  -0.364
O  8.226  -8.716  -1.091
O  6.903  -7.412  0.556
H  7.452  -5.589  -0.210
H  6.043  -5.548  0.881
H  5.578  -5.494  -1.769
H  4.619  -6.622  -0.779
C  4.534  -6.311  3.661
C  4.649  -6.374  5.176
O  5.604  -5.368  5.516
S  5.488  -4.146  4.457
O  4.669  -3.124  5.036
O  6.788  -3.888  3.922
O  4.610  -4.921  3.335
H  5.374  -6.820  3.180
H  3.598  -6.737  3.300
H  4.977  -7.351  5.528
H  3.700  -6.115  5.655
C  -5.272  8.497  -0.857
C  -6.180  8.258  -2.051
O  -5.638  7.106  -2.702
S  -4.981  6.130  -1.590
O  -5.933  5.111  -1.265
O  -3.635  5.839  -1.984
O  -4.942  7.193  -0.369
H  -4.345  8.993  -1.158
H  -5.759  9.083  -0.078
H  -6.204  9.109  -2.732
H  -7.198  8.019  -1.732
C  -3.720  -1.562  -5.306
C  -4.772  -2.606  -5.639
O  -4.742  -3.524  -4.543
S  -4.359  -2.721  -3.189
O  -5.570  -2.412  -2.490
O  -3.252  -3.382  -2.568
O  -3.822  -1.362  -3.893
H  -2.714  -1.930  -5.526
H  -3.887  -0.624  -5.836
H  -4.566  -3.120  -6.576
H  -5.771  -2.162  -5.680
C  -0.691  6.737  -2.932
C  0.431  6.580  -3.946
O  0.235  7.641  -4.880
S  -0.401  8.918  -4.107
O  0.660  9.820  -3.781
O  -1.580  9.327  -4.805
O  -0.843  8.145  -2.752
H  -1.632  6.340  -3.320
H  -0.459  6.255  -1.982
H  0.405  5.614  -4.449
H  1.410  6.719  -3.477

Spin multiplicity: 1
Relative energy (zero: lowest compared OMol25 entry of this formula, charge and spin), kcal/mol: 94.7
Total charge: +1
Highest occupied orbital energy, eV: -12.41

=====

# C29H57BN6OPb

C29H57BN6OPb as an isolated structure at a distorted geometry (wB97M-V/def2-TZVPD, the OMol25 dataset).

CARTESIAN COORDINATES (ANGSTROEM)
Pb  21.339  -10.835  -17.937
C  23.848  -14.677  -15.496
C  23.610  -13.119  -15.517
C  24.592  -12.475  -14.541
C  25.974  -12.314  -15.157
C  25.837  -11.610  -16.501
C  24.939  -12.356  -17.510
N  23.672  -12.608  -16.864
O  22.604  -13.042  -17.643
C  25.674  -13.596  -18.057
C  24.730  -11.353  -18.643
C  22.193  -12.850  -14.951
H  24.687  -14.944  -14.846
H  23.989  -14.986  -16.527
H  23.009  -15.215  -15.048
H  24.671  -13.032  -13.605
H  24.230  -11.482  -14.246
H  26.522  -13.249  -15.294
H  26.583  -11.642  -14.542
H  26.792  -11.364  -16.969
H  25.302  -10.674  -16.307
H  26.498  -13.275  -18.703
H  25.012  -14.241  -18.632
H  26.185  -14.135  -17.255
H  25.604  -11.209  -19.283
H  24.385  -10.414  -18.207
H  23.950  -11.636  -19.360
H  21.477  -13.541  -15.386
H  21.973  -11.817  -15.226
H  22.222  -12.994  -13.868
B  19.566  -9.327  -19.328
H  20.257  -9.473  -20.290
H  18.535  -8.778  -19.598
H  19.224  -10.415  -18.918
H  20.062  -8.747  -18.397
C  18.624  -15.640  -21.458
C  18.320  -14.149  -21.353
C  19.368  -13.229  -21.989
C  20.346  -12.570  -21.145
N  21.116  -12.049  -20.477
H  19.524  -15.928  -20.903
H  18.854  -15.789  -22.516
H  17.874  -16.341  -21.096
H  18.011  -13.899  -20.336
H  17.415  -13.941  -21.931
H  18.881  -12.522  -22.661
H  19.916  -13.849  -22.711
C  16.625  -9.542  -13.928
C  16.442  -8.703  -15.198
C  17.780  -8.240  -15.791
C  18.726  -9.341  -15.923
N  19.451  -10.211  -16.098
H  17.519  -9.283  -13.355
H  16.695  -10.618  -14.081
H  15.766  -9.380  -13.272
H  15.674  -7.937  -15.174
H  16.092  -9.424  -15.946
H  18.316  -7.474  -15.222
H  17.597  -7.829  -16.786
C  18.491  -15.887  -15.252
C  18.713  -16.293  -16.698
C  18.256  -15.283  -17.754
C  18.960  -14.005  -17.678
N  19.482  -12.994  -17.545
H  18.725  -14.827  -15.119
H  19.153  -16.427  -14.575
H  17.476  -16.056  -14.891
H  18.164  -17.222  -16.876
H  19.748  -16.555  -16.923
H  17.181  -15.109  -17.686
H  18.502  -15.681  -18.741
C  21.193  -8.724  -12.808
C  22.541  -7.999  -12.769
C  23.585  -8.599  -13.717
C  23.030  -9.040  -14.991
N  22.626  -9.362  -16.014
H  20.859  -8.816  -13.846
H  20.403  -8.240  -12.237
H  21.238  -9.772  -12.494
H  22.888  -7.963  -11.738
H  22.299  -6.984  -13.091
H  24.072  -9.464  -13.263
H  24.351  -7.849  -13.915
C  22.908  -9.694  -22.512
C  23.325  -8.220  -22.481
C  22.730  -7.400  -21.311
C  22.759  -8.109  -20.047
N  22.779  -8.718  -19.077
H  23.628  -10.289  -23.078
H  21.922  -9.853  -22.938
H  23.011  -10.084  -21.498
H  22.988  -7.734  -23.401
H  24.412  -8.126  -22.497
H  21.691  -7.174  -21.552
H  23.318  -6.484  -21.287

Spin multiplicity: 1
Relative energy (zero: lowest compared OMol25 entry of this formula, charge and spin), kcal/mol: 6.9
Highest occupied orbital energy, eV: -5.12